{"formula": "C23H36BGeN7PdSe", "method": "ωB97M-V/def2-TZVPD", "e_lumo_ev": [-4.40, -8.57], "relative_energy_kcal_mol": 0.2, "homo_energy_ev": [-13.278, -14.151], "homo_lumo_gap_ev": [8.9, 5.6], "e_tot_ha": -5911.783196, "s_squared": 6.01, "spin_multiplicity": 5, "charge": 2, "species": ["Pd", "C", "C", "N", "N", "C", "B", "N", "C", "C", "C", "N", "N", "C", "C", "C", "N", "H", "H", "H", "H", "H", "H", "H", "H", "H", "H", "C", "Ge", "C", "C", "C", "Se", "C", "H", "H", "H", "H", "H", "H", "H", "H", "H", "H", "H", "H", "H", "H", "C", "N", "C", "C", "C", "C", "C", "C", "C", "C", "H", "H", "H", "H", "H", "H", "H", "H", "H", "H", "H", "H"], "xyz": [[0.057046, -0.327365, 0.221358], [3.405643, -2.808857, 1.538149], [2.907304, -1.580071, 1.106476], [1.602332, -1.683308, 0.857614], [1.238594, -2.951686, 1.119494], [2.307868, -3.648102, 1.536725], [-0.222915, -3.407840, 0.983141], [-1.128855, -2.545421, 1.902550], [-2.083950, -2.995170, 2.733312], [-2.857147, -1.927509, 3.139953], [-2.301001, -0.830785, 2.484924], [-1.250311, -1.208182, 1.755128], [-0.725853, -3.191157, -0.472938], [-1.249069, -4.101429, -1.311301], [-1.766212, -3.441893, -2.408629], [-1.522875, -2.094310, -2.141060], [-0.889760, -1.951216, -0.976857], [4.418228, -3.053747, 1.806065], [3.414459, -0.638874, 0.963718], [2.216693, -4.690395, 1.793568], [-0.320682, -4.560469, 1.282899], [-2.155333, -4.044563, 2.965942], [-3.710028, -1.942999, 3.795202], [-2.629634, 0.196434, 2.496491], [-1.227925, -5.150180, -1.066287], [-2.272608, -3.871906, -3.254792], [-1.817426, -1.225379, -2.710532], [-2.329090, 0.750097, -5.008288], [-1.675014, 1.936220, -3.617770], [-2.404960, 1.544642, -1.850065], [-1.801111, 3.805949, -4.092605], [0.390839, 1.695449, -3.561797], [0.946223, -0.024498, -3.103223], [0.969966, -0.902994, -4.817280], [-3.393448, 0.941135, -5.152421], [-2.218285, -0.305556, -4.760272], [-1.825914, 0.953083, -5.954254], [-3.345036, 1.001772, -1.951706], [-2.609435, 2.485226, -1.338583], [-1.740418, 0.955622, -1.211719], [-2.853482, 4.082806, -4.166552], [-1.325923, 3.999601, -5.053265], [-1.333668, 4.428111, -3.330118], [0.749522, 2.383507, -2.795782], [0.735924, 1.970033, -4.558512], [0.055177, -0.657726, -5.351240], [1.040505, -1.970800, -4.628908], [1.841583, -0.549253, -5.366205], [1.112954, -0.135861, 4.044222], [0.582487, 1.197159, 4.177208], [0.831563, 1.925774, 5.392806], [-0.054722, 1.836488, 3.042314], [0.991497, 2.155471, 1.985420], [1.817700, 3.255859, 2.227293], [2.805814, 3.606373, 1.325536], [2.975178, 2.835816, 0.184746], [2.146759, 1.743452, -0.045792], [1.121973, 1.372139, 0.834892], [0.645995, -0.771733, 4.802778], [2.188807, -0.118933, 4.242207], [0.919278, -0.522832, 3.048626], [0.962351, 1.233884, 6.222011], [0.015922, 2.619339, 5.587961], [1.757186, 2.503286, 5.276062], [-0.567825, 2.730153, 3.392120], [-0.764060, 1.126779, 2.626117], [1.668714, 3.862328, 3.114815], [3.434869, 4.466642, 1.509291], [3.755961, 3.080883, -0.524343], [2.341063, 1.151485, -0.936038]], "atomic_forces_ev_per_a": [[-0.0710, 0.0372, 0.0851], [-0.0059, 0.0249, 0.0180], [0.0119, 0.0398, -0.0342], [0.0317, -0.0124, -0.0422], [0.0430, -0.0671, 0.0705], [-0.0035, -0.0031, -0.0563], [-0.0354, 0.0316, -0.0795], [-0.0307, -0.0822, 0.0606], [0.0218, 0.0094, -0.0342], [-0.0375, 0.0243, 0.0040], [0.0294, 0.0237, 0.0148], [-0.0150, -0.0029, -0.0329], [-0.0477, -0.0526, 0.0709], [0.0391, 0.0496, 0.0063], [-0.0128, 0.0196, -0.0048], [-0.0206, 0.0111, -0.0313], [0.0904, -0.0628, 0.0659], [-0.0086, 0.0061, 0.0014], [-0.0034, -0.0076, 0.0074], [-0.0076, 0.0074, 0.0028], [0.0028, 0.0427, -0.0191], [0.0081, 0.0021, -0.0045], [0.0122, 0.0025, 0.0012], [0.0050, 0.0030, -0.0005], [-0.0021, 0.0055, 0.0063], [0.0055, 0.0026, 0.0050], [0.0082, -0.0033, 0.0085], [0.0220, -0.0260, -0.0315], [-0.0042, -0.0467, 0.0391], [-0.0108, 0.0648, 0.0347], [0.0093, 0.0541, -0.0040], [0.0034, -0.0024, -0.0340], [0.0053, 0.0055, 0.0267], [0.0134, -0.0013, -0.0404], [0.0006, 0.0076, 0.0009], [-0.0055, -0.0021, -0.0105], [-0.0213, -0.0189, -0.0092], [0.0077, -0.0156, -0.0001], [0.0135, -0.0089, 0.0169], [0.0366, -0.0235, -0.0796], [0.0040, 0.0084, -0.0024], [-0.0096, 0.0111, -0.0008], [-0.0086, 0.0153, -0.0118], [-0.0112, -0.0044, 0.0068], [0.0077, -0.0028, 0.0054], [-0.0051, -0.0019, 0.0025], [-0.0042, -0.0005, -0.0059], [-0.0028, 0.0018, -0.0023], [0.0318, -0.0376, -0.0069], [0.0185, -0.0218, -0.0121], [-0.0027, 0.0287, 0.0476], [-0.0034, 0.0247, -0.0757], [0.0616, 0.0854, 0.0268], [-0.0275, -0.0272, -0.0497], [0.0066, 0.0143, 0.0098], [-0.0175, -0.0438, -0.0284], [0.0493, 0.0657, 0.0489], [-0.1243, -0.1088, 0.0181], [-0.0151, 0.0100, -0.0002], [-0.0027, 0.0135, 0.0124], [-0.0036, 0.0188, -0.0028], [0.0026, -0.0097, -0.0134], [-0.0067, -0.0087, -0.0133], [0.0055, -0.0074, -0.0228], [0.0074, -0.0118, 0.0226], [-0.0360, -0.0291, 0.0324], [0.0043, -0.0068, 0.0022], [0.0010, -0.0100, 0.0017], [-0.0018, 0.0067, 0.0049], [0.0053, -0.0077, 0.0080]], "mulliken_charge": [-0.313, -1.323, -0.639, 0.463, -0.130, -0.094, -0.019, 0.110, -0.178, -1.244, -0.706, 0.687, 0.118, -0.167, -1.422, -0.595, 0.533, 0.453, 0.591, 0.495, -0.094, 0.480, 0.467, 0.525, 0.495, 0.464, 0.584, -1.145, 0.467, -0.554, -1.132, -1.022, 0.462, -0.949, 0.421, 0.358, 0.373, 0.432, 0.462, -0.215, 0.383, 0.389, 0.377, 0.428, 0.571, 0.268, 0.363, 0.417, -0.377, 0.384, -0.827, -0.131, 1.459, -0.717, -0.846, -1.158, 0.087, -0.206, 0.396, 0.420, -0.168, 0.352, 0.332, 0.369, 0.724, -0.904, 0.466, 0.429, 0.474, 0.750]}